Entry i
Density functional theory data (the ωB97M-V functional and the def2-TZVPD basis) for 2 unconnected molecules or ions with the total composition C4H12N3.

Output
Spin multiplicity   1
LUMO level   -5.56 eV
Orbital gap   7.236 eV
Total charge   +1
Highest occupied orbital energy   -12.79 eV

Element x y z (Å)
C 1.535 1.769 0.009
C 0.304 -0.812 1.519
C -0.414 -1.135 -1.907
C -2.106 -1.047 -0.010
N 2.535 2.460 -0.222
N 0.343 -0.839 0.148
N -0.691 -0.934 -0.553
H 1.567 0.674 -0.431
H 1.045 -1.505 1.825
H 0.774 0.039 1.861
H -0.591 -1.023 1.977
H 0.053 -0.327 -2.437
H 0.712 1.988 0.816
H 0.137 -2.097 -2.142
H -2.165 -1.455 1.067
H -2.553 -0.122 -0.129
H -2.630 -1.720 -0.735
H -1.322 -1.446 -2.539
H 2.563 3.463 -0.013

Mulliken population analysis, charges in e, atoms 1 to 2: -0.239 -0.746

Entry ii
Density functional theory data (the ωB97M-V functional and the def2-TZVPD basis) for a gas-phase ion, C4H12N3 (charge +1).

Output
Spin multiplicity   1
LUMO level   -4.95 eV
Orbital gap   9.753 eV
SMILES   CC[N+](CC)=NN
Total charge   +1
Highest occupied orbital energy   -14.71 eV

Element x y z (Å)
C 2.371 0.745 0.318
C 1.268 0.566 -0.716
N -0.045 0.460 -0.197
C -0.558 -0.692 0.525
C -1.335 -1.655 -0.368
N -0.852 1.627 -0.292
N -2.015 1.726 0.148
H 2.450 1.765 0.514
H 2.137 0.298 1.195
H 3.384 0.384 0.139
H 1.640 -0.416 -1.269
H 1.151 1.291 -1.432
H 0.194 -1.336 0.949
H -1.162 -0.456 1.399
H -2.422 -1.444 -0.540
H -0.923 -1.842 -1.461
H -1.490 -2.606 -0.011
H -2.495 1.062 0.638
H -2.234 2.714 0.104

Mulliken population analysis, charges in e, atoms 1 to 2: -1.235 -0.572

Which of them is the most stable, and which is the least stable? entry ii and entry i, in that order.

Entry i
Density functional theory data (the ωB97M-V functional and the def2-TZVPD basis) for 2 unconnected molecules or ions with the total composition C9H14.

Output
Spin multiplicity   1
LUMO level   0.99 eV
Orbital gap   9.944 eV
SMILES   Cc1ccccc1.CC
Total charge   0
Highest occupied orbital energy   -8.95 eV

Element x y z (Å)
C -0.213 1.963 1.984
C 0.228 1.781 0.579
C 0.669 0.429 0.303
C 1.487 0.121 -0.750
C 1.847 1.087 -1.697
C 1.345 2.341 -1.524
C 0.471 2.713 -0.445
H -0.813 1.112 2.314
H -0.813 2.906 2.170
H 0.661 2.017 2.666
H 0.398 -0.321 1.104
H 1.924 -0.873 -0.750
H 2.693 0.876 -2.363
H 1.545 3.117 -2.239
H -0.066 3.615 -0.353
C -2.021 -2.896 -0.547
C -0.774 -2.741 0.264
H -2.836 -2.052 -0.371
H -1.793 -3.184 -1.595
H -2.550 -3.803 -0.092
H 0.110 -3.243 -0.096
H -0.990 -3.253 1.214
H -0.510 -1.712 0.224

Mulliken population analysis, charges in e, atoms 1 to 2: -1.271 0.567

Entry ii
Density functional theory data (the ωB97M-V functional and the def2-TZVPD basis) for C9H14 in the gas phase.

Output
Spin multiplicity   1
LUMO level   1.00 eV
Orbital gap   9.336 eV
SMILES   C#CCCC(C)=C(C)C
Total charge   0
Highest occupied orbital energy   -8.33 eV

Element x y z (Å)
C -0.241 -3.122 -0.140
C -0.614 -2.289 0.615
C -1.350 -1.414 1.518
C -1.527 0.049 0.863
C -0.169 0.528 0.429
C 0.401 1.172 1.617
C 0.280 0.459 -0.836
C 1.766 0.857 -1.094
C -0.404 0.289 -2.118
H 0.105 -4.065 -0.603
H -2.241 -1.976 1.732
H -0.827 -1.420 2.407
H -2.225 0.121 -0.048
H -1.919 0.697 1.617
H 1.464 1.173 1.701
H -0.065 0.901 2.586
H 0.115 2.243 1.492
H 2.216 -0.103 -1.144
H 2.195 1.351 -0.229
H 1.891 1.290 -2.050
H -1.395 -0.035 -1.893
H 0.035 -0.499 -2.817
H -0.452 1.146 -2.721

Mulliken population analysis, charges in e, atoms 1 to 2: 0.187 -0.587

Which of them is the most stable, and which is the least stable? entry i and entry ii, in that order.

Entry i
Density functional theory data (the ωB97M-V functional and the def2-TZVPD basis) for 2 unconnected molecules or ions with the total composition C9H14.

Output
Spin multiplicity   1
LUMO level   1.00 eV
Orbital gap   10.064 eV
SMILES   Cc1ccccc1.CC
Total charge   0
Highest occupied orbital energy   -9.06 eV

Element x y z (Å)
C 2.577 0.249 -2.268
C 1.686 0.682 -1.111
C 0.840 1.771 -1.044
C 0.146 2.093 0.088
C 0.247 1.197 1.153
C 1.007 0.091 1.054
C 1.910 -0.108 -0.007
H 3.143 -0.808 -2.160
H 3.488 0.801 -2.353
H 2.012 0.429 -3.145
H 0.827 2.435 -1.954
H -0.342 2.958 0.247
H -0.296 1.371 2.169
H 1.102 -0.554 1.848
H 2.712 -0.941 0.148
C -3.072 -1.294 1.436
C -2.227 -1.607 0.227
H -4.193 -1.395 1.531
H -2.678 -1.887 2.318
H -3.011 -0.328 1.892
H -2.301 -0.930 -0.573
H -1.145 -1.586 0.622
H -2.432 -2.638 -0.117

Mulliken population analysis, charges in e, atoms 1 to 2: -1.333 0.926

Entry ii
Density functional theory data (the ωB97M-V functional and the def2-TZVPD basis) for 2 unconnected molecules or ions with the total composition C9H14.

Output
Spin multiplicity   1
LUMO level   1.03 eV
Orbital gap   10.045 eV
SMILES   Cc1ccccc1.CC
Total charge   0
Highest occupied orbital energy   -9.02 eV

Element x y z (Å)
C 0.782 -1.828 0.282
C -0.507 -1.219 -0.207
C -0.615 -1.146 -1.602
C -1.792 -0.743 -2.194
C -2.728 -0.103 -1.368
C -2.595 -0.094 -0.009
C -1.513 -0.733 0.600
H 1.143 -1.348 1.186
H 1.557 -1.665 -0.467
H 0.824 -2.909 0.427
H 0.273 -1.292 -2.215
H -2.072 -0.904 -3.228
H -3.531 0.440 -1.851
H -3.305 0.493 0.556
H -1.568 -0.968 1.656
C 2.673 1.931 0.816
C 1.258 1.610 1.291
H 2.992 1.288 -0.009
H 2.761 2.971 0.514
H 3.416 1.809 1.602
H 1.294 0.856 2.095
H 0.633 2.458 1.558
H 0.618 1.097 0.566

Mulliken population analysis, charges in e, atoms 1 to 2: -1.278 0.713

Entry iii
Density functional theory data (the ωB97M-V functional and the def2-TZVPD basis) for 2 unconnected molecules or ions with the total composition C9H14.

Output
Spin multiplicity   1
LUMO level   0.88 eV
Orbital gap   9.729 eV
SMILES   Cc1ccccc1.CC
Total charge   0
Highest occupied orbital energy   -8.85 eV

Element x y z (Å)
C 1.060 1.750 -1.501
C 1.289 1.489 -0.074
C 1.018 2.486 0.882
C 1.022 2.061 2.163
C 1.384 0.768 2.594
C 1.512 -0.233 1.685
C 1.430 0.109 0.287
H 1.339 1.020 -2.212
H 1.446 2.780 -1.953
H -0.099 1.963 -1.668
H 0.757 3.494 0.454
H 0.730 2.747 3.053
H 1.279 0.771 3.725
H 1.635 -1.242 1.910
H 1.445 -0.537 -0.655
C -2.199 -2.398 -0.223
C -2.069 -2.448 -1.782
H -1.285 -1.923 0.200
H -3.172 -1.785 -0.384
H -2.410 -3.559 0.093
H -2.871 -2.934 -2.301
H -1.982 -1.407 -2.159
H -1.258 -2.972 -2.135

Mulliken population analysis, charges in e, atoms 1 to 2: -1.425 1.125

Entry iv
Density functional theory data (the ωB97M-V functional and the def2-TZVPD basis) for 2 unconnected molecules or ions with the total composition C9H14.

Output
Spin multiplicity   1
LUMO level   1.04 eV
Orbital gap   9.896 eV
SMILES   Cc1ccccc1.CC
Total charge   0
Highest occupied orbital energy   -8.85 eV

Element x y z (Å)
C -0.271 2.328 0.627
C -0.896 1.315 -0.302
C -2.090 1.628 -0.979
C -2.927 0.613 -1.381
C -2.627 -0.717 -1.052
C -1.334 -0.974 -0.653
C -0.397 0.023 -0.304
H -0.861 2.321 1.548
H -0.220 3.355 0.259
H 0.741 2.083 0.928
H -2.301 2.672 -1.150
H -3.843 0.778 -1.936
H -3.327 -1.536 -1.117
H -1.070 -2.008 -0.433
H 0.524 -0.329 0.123
C 2.221 -1.979 1.114
C 3.025 -0.944 0.273
H 1.590 -1.394 1.789
H 1.667 -2.682 0.496
H 2.865 -2.469 1.840
H 3.607 -1.368 -0.540
H 3.644 -0.438 0.999
H 2.281 -0.278 -0.147

Mulliken population analysis, charges in e, atoms 1 to 2: -1.278 0.718

Which of them is the most stable, and which is the least stable? entry ii and entry iii, in that order.

Entry i
Density functional theory data (the ωB97M-V functional and the def2-TZVPD basis) for 2 unconnected molecules or ions with the total composition C9H14.

Output
Spin multiplicity   1
LUMO level   1.04 eV
Orbital gap   10.052 eV
SMILES   Cc1ccccc1.CC
Total charge   0
Highest occupied orbital energy   -9.01 eV

Element x y z (Å)
C -0.090 -1.753 1.239
C -0.398 -0.278 1.265
C 0.579 0.588 1.764
C 0.431 1.961 1.700
C -0.763 2.494 1.212
C -1.790 1.633 0.875
C -1.625 0.245 0.895
H -0.987 -2.369 1.214
H 0.581 -2.068 2.032
H 0.434 -1.948 0.296
H 1.511 0.184 2.126
H 1.241 2.632 1.948
H -0.872 3.538 0.944
H -2.737 2.021 0.521
H -2.403 -0.354 0.437
C 1.600 -0.839 -2.199
C 0.086 -0.752 -2.406
H 1.979 -1.854 -2.344
H 2.149 -0.177 -2.866
H 1.864 -0.591 -1.166
H -0.392 -1.448 -1.724
H -0.170 -1.152 -3.393
H -0.226 0.288 -2.372

Mulliken population analysis, charges in e, atoms 1 to 2: -1.371 0.946

Entry ii
Density functional theory data (the ωB97M-V functional and the def2-TZVPD basis) for 2 unconnected molecules or ions with the total composition C9H14.

Output
Spin multiplicity   1
LUMO level   1.02 eV
Orbital gap   10.088 eV
SMILES   Cc1ccccc1.CC
Total charge   0
Highest occupied orbital energy   -9.07 eV

Element x y z (Å)
C -1.043 -2.225 -0.987
C -1.254 -0.747 -0.724
C -1.241 -0.257 0.584
C -1.454 1.091 0.842
C -1.814 1.942 -0.194
C -1.852 1.461 -1.490
C -1.623 0.110 -1.746
H -0.423 -2.360 -1.871
H -1.993 -2.638 -1.313
H -0.629 -2.775 -0.157
H -0.721 -0.851 1.329
H -1.487 1.505 1.837
H -2.041 2.986 -0.023
H -1.992 2.128 -2.326
H -1.713 -0.217 -2.773
C 2.724 -0.608 0.875
C 2.628 0.843 1.413
H 3.004 -1.358 1.621
H 1.772 -0.969 0.479
H 3.468 -0.628 0.089
H 2.904 0.827 2.469
H 3.165 1.505 0.747
H 1.614 1.234 1.319

Mulliken population analysis, charges in e, atoms 1 to 2: -1.627 0.891

Which of them is the most stable, and which is the least stable? entry i and entry ii, in that order.